The following is a DFT calculation (the ωB97M-V functional and the def2-TZVPD basis) of a structure of composition C17H19BMnN7O4.

XYZ file:
```
49
C17H19BMnN7O4 the ωB97M-V functional and the def2-TZVPD basis
Mn 0.41104 -0.06357 -0.02103
B 2.92294 2.03609 -0.74358
N 2.94070 0.67599 -1.48708
C 3.92419 0.17859 -2.23377
C 3.61831 -1.13077 -2.57112
C 2.38767 -1.35830 -1.97602
N 1.98540 -0.25973 -1.31941
N 1.47815 2.59746 -0.84752
C 1.12469 3.83650 -1.18241
C -0.23586 3.99334 -0.96625
C -0.64402 2.76053 -0.48225
N 0.39881 1.92002 -0.41037
H 3.65653 2.79480 -1.31107
H 3.19695 1.88140 0.41423
H 4.77778 0.78943 -2.47042
H 4.19799 -1.80988 -3.16834
H 1.77262 -2.24175 -1.96928
H 1.87083 4.52314 -1.54138
H -0.83339 4.87199 -1.12514
H -1.62045 2.45228 -0.14798
O -3.53878 -4.26300 -0.76466
C -4.04671 -3.15836 -1.27649
O -5.17402 -3.09123 -1.69496
C -3.18375 -1.93916 -1.27064
C -3.60808 -0.72202 -1.76648
N -2.59800 0.14718 -1.61147
N -1.52513 -0.42883 -1.06164
C -1.86207 -1.69590 -0.85201
C -0.80081 -2.58068 -0.27224
O -1.01109 -3.77385 -0.10900
O 0.29824 -1.97362 -0.00144
H -2.60759 -4.13946 -0.43294
H -4.55236 -0.44696 -2.20268
H -2.55242 1.10750 -1.90969
C 2.45106 -0.60383 2.23017
C 1.06880 -0.31088 2.70739
C 0.57017 -0.35451 3.98180
C -0.80679 -0.03013 3.90017
C -1.10118 0.20214 2.58057
C -2.44573 0.49019 2.00686
N 0.05732 0.05072 1.82479
H 3.03748 -1.00677 3.05527
H 2.96438 0.28579 1.85930
H 2.45673 -1.36143 1.44036
H 1.13077 -0.59348 4.86936
H -1.50774 0.02755 4.71668
H -3.13011 0.75376 2.81251
H -2.87492 -0.37141 1.48746
H -2.43861 1.33311 1.31383
```

Computed properties:
relative energy (zero: lowest compared OMol25 entry of this formula, charge and spin): 0.0 kcal/mol
E_LUMO (alpha / beta): -1.393 / -0.615 eV
total energy: -2519.44428 Ha
2S+1: 5
HOMO (alpha / beta): -7.548 / -7.530 eV
F_max: 0.019 hartree/bohr

***

The following is a DFT calculation (the ωB97M-V functional and the def2-TZVPD basis) of a cluster of 2 separate species, C3H4BrNO in total in a non-equilibrium geometry.

XYZ file:
```
10
C3H4BrNO the ωB97M-V functional and the def2-TZVPD basis
C -1.36970 0.52351 -0.53576
C -1.55777 -0.64247 0.12101
C -0.10884 0.96646 -0.07953
N 0.48668 0.14483 0.71402
O -0.43771 -0.92270 0.83322
Br 3.75230 -0.79077 -0.39169
H -2.02541 1.26446 -1.15547
H -2.32174 -1.41651 0.13216
H 0.44331 1.72704 -0.46319
H 3.13888 -0.85384 0.82523
```

Computed properties:
relative energy (zero: lowest compared OMol25 entry of this formula, charge and spin): 40.4 kcal/mol
E_LUMO: 0.950 eV
total energy: -2820.64901 Ha
2S+1: 1
HOMO: -10.187 eV
F_max: 0.060 hartree/bohr

***

The following is a DFT calculation (the ωB97M-V functional and the def2-TZVPD basis) of a cluster of 3 separate species, C2H12NO2 in total in a non-equilibrium geometry.

XYZ file:
```
17
C2H12NO2 the ωB97M-V functional and the def2-TZVPD basis
C -1.09772 -0.45152 -2.10189
C -0.72276 0.69037 -1.18125
N -1.14368 0.39032 0.24140
H -0.62089 -0.28286 -3.06797
H -2.17705 -0.44529 -2.28357
H -0.80971 -1.46128 -1.77371
H -1.31487 1.56161 -1.42639
H 0.33684 0.92457 -1.19822
H -2.17526 0.32547 0.19657
H -0.77608 -0.41479 0.74882
H -1.00834 1.23893 0.81119
H 2.37643 0.80478 3.29873
H 2.33696 -0.67986 3.61199
O 2.01529 -0.02930 2.97736
H 1.77851 -0.74658 -0.40098
H 1.66338 -0.42627 1.13038
O 1.33896 -0.99828 0.41756
```

Computed properties:
relative energy (zero: lowest compared OMol25 entry of this formula, charge and spin): 12.6 kcal/mol
E_LUMO: -3.414 eV
total energy: -288.39403 Ha
2S+1: 1
HOMO: -15.327 eV
total charge: +1
F_max: 0.044 hartree/bohr

***

The following is a DFT calculation (the ωB97M-V functional and the def2-TZVPD basis) of a structure of composition C10H32O9 in a non-equilibrium geometry.

XYZ file:
```
51
C10H32O9 the ωB97M-V functional and the def2-TZVPD basis
C -18.75696 11.08057 -21.15250
C -18.82678 12.42233 -21.95155
O -18.85854 13.53736 -21.09093
C -17.76774 14.00262 -20.34984
O -16.59698 13.62474 -20.35526
O -18.25754 14.92756 -19.40866
C -17.38051 15.73882 -18.60838
H -17.80307 11.12337 -20.62681
H -18.61418 10.22183 -21.80846
H -19.50514 10.85651 -20.39215
H -19.81282 12.22555 -22.37238
H -18.03021 12.66737 -22.65406
H -16.72492 16.29103 -19.28171
H -16.74605 15.11771 -17.97610
H -18.00578 16.23079 -17.86334
C -18.55455 8.21176 -20.25103
O -18.44635 8.60648 -21.62060
H -18.09462 7.24702 -20.03696
H -18.14095 8.84423 -19.46554
H -19.63293 8.05704 -20.21565
H -19.01055 9.37152 -21.75474
C -17.85705 5.92654 -21.96411
O -17.29593 6.60551 -20.85297
H -18.45420 5.11567 -21.54698
H -18.50758 6.57132 -22.55503
H -17.04863 5.47900 -22.54225
H -17.25188 7.55053 -21.01609
C -19.30475 5.27146 -19.54134
O -18.25437 6.07829 -19.08483
H -20.27370 5.76959 -19.50818
H -19.20340 5.15088 -20.61991
H -19.41469 4.33915 -18.98745
H -17.75263 6.25478 -19.88401
C -20.56548 9.74503 -20.73600
O -20.08694 9.73880 -22.06825
H -21.55012 10.21207 -20.71473
H -20.68861 8.75924 -20.28753
H -19.92155 10.34401 -20.09204
H -20.82791 9.41137 -22.58338
C -21.48472 6.99765 -19.88122
O -21.67776 5.90843 -19.03787
H -21.95487 7.93023 -19.56920
H -20.44076 7.31107 -19.88020
H -21.76809 6.70411 -20.89197
H -22.06483 6.15719 -18.19531
C -17.58312 10.28028 -22.91672
O -17.46336 9.60658 -24.14717
H -16.71794 10.32709 -22.25536
H -17.82317 11.33206 -23.07239
H -18.46483 9.96442 -22.35912
H -17.12803 8.71225 -24.05052
```

Computed properties:
relative energy (zero: lowest compared OMol25 entry of this formula, charge and spin): 652.0 kcal/mol
E_LUMO: 0.169 eV
total energy: -1076.20818 Ha
2S+1: 1
HOMO: -7.971 eV
F_max: 0.351 hartree/bohr

***

The following is a DFT calculation (the ωB97M-V functional and the def2-TZVPD basis) of an isolated molecule of C3H3N3O2 in a non-equilibrium geometry.

XYZ file:
```
11
C3H3N3O2 the ωB97M-V functional and the def2-TZVPD basis
C 1.09183 1.11074 1.10680
C -1.33559 0.90223 0.21097
C 0.16150 -0.56178 -0.71634
H 1.20706 2.30835 1.41218
H -1.76490 1.43431 1.03465
H -1.45411 -1.49494 -1.72276
N 0.13347 0.79326 0.11871
N -2.10272 0.08779 -0.45759
N -1.15917 -0.94426 -0.99696
O 1.97388 0.01664 1.44499
O 1.07668 -1.33070 -0.81772
```

Computed properties:
relative energy (zero: lowest compared OMol25 entry of this formula, charge and spin): 119.2 kcal/mol
E_LUMO: -0.688 eV
total energy: -430.73108 Ha
2S+1: 1
HOMO: -9.859 eV
F_max: 0.197 hartree/bohr

***

The following is a DFT calculation (the ωB97M-V functional and the def2-TZVPD basis) of a cluster of 11 separate species, C21H64N6O11 in total in a non-equilibrium geometry.

XYZ file:
```
102
C21H64N6O11 the ωB97M-V functional and the def2-TZVPD basis
C -1.28586 1.55325 -3.20431
O -1.64267 2.60279 -4.03498
H -1.64852 1.52981 -2.14978
H -0.24253 1.54663 -3.09507
H -1.69726 0.61474 -3.57459
H -2.61143 2.72122 -4.02139
C -3.98450 0.49894 -0.13375
O -3.48612 0.09563 -1.38011
H -4.60198 1.42329 -0.29158
H -3.16804 0.75800 0.53964
H -4.58909 -0.29907 0.26556
H -4.14771 0.26779 -2.11380
C 0.33837 0.45510 -0.55220
O -0.38192 1.54466 -0.03608
H -0.21300 0.12089 -1.40664
H 0.62404 -0.36079 0.10068
H 1.24952 0.80558 -1.02662
H -1.17791 1.21037 0.38178
C -1.48373 -1.34151 1.55895
O -1.47940 -0.12062 2.19351
N -2.04924 -1.66385 0.40669
N -0.72856 -2.28658 1.91749
H -2.67128 -0.98537 -0.00276
H -1.83114 -2.52394 -0.05794
H -0.23756 -1.97251 2.81780
H -1.22366 -3.15895 2.07757
C 1.45692 4.71311 0.44649
O 2.41436 4.20813 -0.29857
N 0.38160 4.10377 0.66006
N 1.51646 5.81769 1.06873
H 0.22982 3.14706 0.30974
H -0.40379 4.60881 1.10728
H 2.45052 6.22362 0.94778
H 1.20307 6.00094 1.98175
C -0.59923 -4.38321 -0.86926
O -0.16329 -4.67581 -2.17549
N -1.74933 -4.63196 -0.38759
N 0.15389 -3.63350 -0.10115
H -2.40481 -5.24439 -0.97034
H -1.85623 -4.54848 0.60080
H 1.08198 -3.38551 -0.41316
H -0.17565 -2.98018 0.70481
C 2.62618 0.70163 -3.38232
C 3.15786 1.90614 -2.55566
C 4.21912 1.44820 -1.59098
O 3.47469 2.82539 -3.29147
H 2.14843 -0.07269 -2.87537
H 3.45758 0.28630 -4.05570
H 1.80754 1.03463 -4.05999
H 2.35478 2.40198 -2.00491
H 4.52917 2.28138 -0.94208
H 5.09397 1.11775 -2.10099
H 3.87047 0.55934 -0.99515
H 3.79066 3.53186 -2.73849
C 3.62605 -3.54528 3.23286
C 2.77492 -3.74162 1.95320
C 1.93010 -4.96237 2.24713
O 2.11569 -2.72652 1.62031
H 4.32666 -2.75816 3.11096
H 4.17320 -4.40821 3.32434
H 3.03811 -3.41246 4.15542
H 3.47368 -3.91688 1.11584
H 2.47874 -5.92239 2.14222
H 1.02714 -4.96921 1.59895
H 1.53564 -5.08243 3.24032
H 1.16646 -2.88045 1.55611
C -0.61670 -2.06006 -3.53987
C -2.09983 -2.21346 -3.33186
C -2.87307 -1.66721 -4.56836
O -2.56208 -3.32764 -3.24400
H -0.34296 -2.82718 -4.14370
H -0.11248 -2.23685 -2.57778
H -0.14810 -1.07205 -3.91891
H -2.34830 -1.72373 -2.39052
H -2.80250 -2.11321 -5.58228
H -2.64400 -0.63672 -4.84281
H -3.98000 -1.81561 -4.37250
H -2.03662 -3.85228 -2.68159
C 3.15491 0.28365 3.30792
C 2.52109 0.42603 1.95088
C 2.94493 1.79533 1.32597
O 3.01675 -0.29848 1.11896
H 2.51033 0.14832 4.13049
H 3.74764 1.12697 3.57184
H 3.93843 -0.46778 3.38353
H 1.41729 0.29463 2.03672
H 2.60444 2.56006 1.97693
H 2.37231 1.92659 0.39574
H 3.95644 1.96075 1.06734
H 2.80596 -1.19378 1.38435
C -3.70476 2.15858 3.58340
C -3.74347 3.54895 3.00119
C -3.15321 3.57507 1.57671
O -4.87364 4.10204 2.93559
H -4.17373 2.08679 4.57829
H -2.67216 1.78021 3.53209
H -4.37739 1.56648 2.96728
H -3.10306 4.24063 3.52746
H -3.88255 3.13140 0.92944
H -2.17032 3.12752 1.66507
H -3.00422 4.63727 1.31676
H -4.92733 4.95722 3.43573
```

Computed properties:
relative energy (zero: lowest compared OMol25 entry of this formula, charge and spin): 293.1 kcal/mol
E_LUMO: -0.668 eV
total energy: -1994.28596 Ha
2S+1: 1
HOMO: -8.320 eV
F_max: 0.254 hartree/bohr